No. 1
{"formula": "C5H8O", "method": "ωB97M-V/def2-TZVPD", "total_energy_ev": -7357.149, "homo_lumo_gap_ha": 0.3186, "e_above_lowest_kj_mol": 492.6, "largest_force_ev_per_a": 0.52, "elements": ["O", "C", "C", "C", "C", "C", "H", "H", "H", "H", "H", "H", "H", "H"], "positions_angstrom": [[1.61, -1.36, -0.04], [0.88, -0.56, 0.85], [0.06, 0.56, 0.23], [-0.15, 0.73, -1.23], [-1.31, 0.10, -0.55], [-0.49, -1.02, 1.10], [2.40, -0.86, -0.30], [1.47, -0.19, 1.69], [-0.06, 1.44, 0.85], [0.43, 0.08, -1.88], [-0.25, 1.75, -1.57], [-2.15, 0.73, -0.29], [-1.58, -0.90, -0.85], [-0.87, -0.50, 1.99]], "lowdin_charge": [-0.020, -0.475, -0.234, -0.117, -0.100, 0.077, 0.096, 0.148, 0.144, 0.111, 0.111, 0.112, 0.097, 0.050]}

***

No. 2
{"formula": "C5H8O", "method": "ωB97M-V/def2-TZVPD", "total_energy_ev": -7358.293, "homo_lumo_gap_ha": 0.3563, "smiles": "C/C=C\\O.C#C", "e_above_lowest_kj_mol": 382.3, "largest_force_ev_per_a": 2.74, "elements": ["C", "C", "C", "C", "C", "O", "H", "H", "H", "H", "H", "H", "H", "H"], "positions_angstrom": [[-0.18, -2.63, 1.61], [-0.81, -2.02, 2.43], [-0.43, 0.40, -0.92], [0.54, 0.06, -1.73], [-0.22, 1.57, 0.03], [1.71, 0.83, -1.78], [0.20, -3.42, 1.07], [-1.18, -1.26, 3.02], [-1.38, -0.07, -0.96], [0.47, -0.85, -2.44], [-0.35, 1.35, 1.11], [-0.94, 2.31, -0.09], [0.82, 2.08, -0.03], [1.74, 1.66, -1.32]], "lowdin_charge": [0.009, 0.007, -0.163, -0.199, -0.088, -0.046, -0.004, -0.005, 0.085, 0.143, 0.077, 0.036, 0.092, 0.055]}

***

No. 3
{"formula": "C5H8O", "method": "ωB97M-V/def2-TZVPD", "total_energy_ev": -7360.500, "homo_lumo_gap_ha": 0.3864, "smiles": "C=C1CCOC1", "e_above_lowest_kj_mol": 169.4, "largest_force_ev_per_a": 4.11, "elements": ["C", "C", "C", "C", "C", "H", "H", "H", "H", "H", "H", "H", "H", "O"], "positions_angstrom": [[1.83, -0.84, 0.80], [0.64, -0.32, 0.45], [-0.68, -1.05, 0.19], [-1.47, 0.13, -0.43], [0.40, 1.13, 0.05], [1.95, -1.87, 1.04], [2.73, -0.23, 0.75], [-1.10, -1.39, 1.19], [-0.52, -1.92, -0.50], [-2.18, -0.22, -1.25], [-2.12, 0.57, 0.37], [1.39, 1.66, -0.33], [-0.02, 1.76, 0.87], [-0.56, 0.92, -1.06]], "lowdin_charge": [0.048, -0.301, -0.115, -0.297, -0.128, 0.050, 0.060, 0.132, 0.126, 0.138, 0.125, 0.159, 0.126, -0.123]}

***

No. 4
{"formula": "C5H8O", "method": "ωB97M-V/def2-TZVPD", "total_energy_ev": -7360.823, "homo_lumo_gap_ha": 0.4059, "smiles": "C1OC[C@H]2C[C@@H]12", "e_above_lowest_kj_mol": 138.2, "largest_force_ev_per_a": 0.43, "elements": ["C", "C", "C", "O", "C", "C", "H", "H", "H", "H", "H", "H", "H", "H"], "positions_angstrom": [[-1.15, -0.31, -0.95], [-0.64, -0.64, 0.42], [0.83, -0.98, 0.58], [1.49, -0.16, -0.36], [0.88, 1.09, -0.15], [-0.61, 0.79, -0.08], [-0.61, -0.63, -1.84], [-2.23, -0.32, -1.06], [-1.33, -0.98, 1.19], [1.14, -2.02, 0.43], [1.13, -0.63, 1.59], [1.22, 1.79, -0.92], [1.18, 1.44, 0.86], [-1.28, 1.55, 0.30]], "lowdin_charge": [-0.068, -0.212, -0.181, -0.133, -0.181, -0.212, 0.112, 0.103, 0.135, 0.127, 0.125, 0.127, 0.125, 0.135]}

***

No. 5
{"formula": "C5H8O", "method": "ωB97M-V/def2-TZVPD", "total_energy_ev": -7357.837, "homo_lumo_gap_ha": [0.3050, 0.3048], "e_above_lowest_kj_mol": 426.3, "largest_force_ev_per_a": 1.93, "elements": ["O", "C", "C", "C", "C", "C", "H", "H", "H", "H", "H", "H", "H", "H"], "positions_angstrom": [[-1.45, -0.10, -1.01], [-0.11, 0.05, -1.23], [0.63, 1.02, -0.26], [0.66, 0.22, 1.01], [0.49, -1.11, 0.78], [0.04, -1.27, -0.57], [-1.80, 0.51, 0.57], [0.15, 0.18, -2.28], [1.66, 1.18, -0.60], [0.15, 1.99, -0.16], [0.87, 0.67, 1.98], [-1.64, 0.78, 1.30], [0.51, -1.90, 1.53], [-0.16, -2.22, -1.05]], "lowdin_charge": [-0.147, -0.463, -0.130, -0.086, -0.081, 0.044, 0.070, 0.139, 0.123, 0.116, 0.113, 0.066, 0.109, 0.128]}

***

No. 6
{"formula": "C5H8O", "method": "ωB97M-V/def2-TZVPD", "total_energy_ev": -7357.673, "homo_lumo_gap_ha": 0.3425, "e_above_lowest_kj_mol": 442.1, "largest_force_ev_per_a": 1.47, "elements": ["C", "C", "C", "C", "O", "C", "H", "H", "H", "H", "H", "H", "H", "H"], "positions_angstrom": [[0.02, 1.12, 0.63], [0.15, 0.68, -0.85], [1.08, -0.74, 0.09], [-0.09, -0.36, 0.97], [-1.26, -0.79, 0.28], [-1.10, -0.14, -1.01], [0.90, 1.64, 1.01], [-0.88, 1.71, 0.85], [1.15, 0.16, -1.07], [2.06, -0.42, 0.46], [1.11, -1.74, -0.34], [-0.12, -0.75, 1.99], [-1.97, 0.50, -1.19], [-1.04, -0.88, -1.81]], "lowdin_charge": [-0.124, -0.095, -0.011, -0.376, -0.124, -0.205, 0.111, 0.121, 0.090, 0.115, 0.115, 0.144, 0.123, 0.117]}

***

No. 7
{"formula": "C5H8O", "method": "ωB97M-V/def2-TZVPD", "total_energy_ev": -7358.690, "homo_lumo_gap_ha": 0.3775, "smiles": "C1=CCC1.C=O", "e_above_lowest_kj_mol": 344.0, "largest_force_ev_per_a": 1.34, "elements": ["C", "C", "C", "C", "O", "C", "H", "H", "H", "H", "H", "H", "H", "H"], "positions_angstrom": [[-0.69, 0.88, 0.42], [-0.08, 0.68, -0.76], [1.22, 0.20, -0.13], [0.50, 0.48, 1.22], [-0.50, -1.91, 0.35], [-0.97, -1.44, -0.67], [0.74, 1.51, 1.48], [-1.61, 1.31, 0.80], [-0.31, 0.98, -1.77], [2.05, 0.89, -0.30], [1.55, -0.83, -0.32], [0.52, -0.18, 2.09], [-1.98, -1.03, -0.75], [-0.45, -1.53, -1.65]], "lowdin_charge": [-0.107, -0.164, -0.155, -0.167, -0.051, -0.223, 0.112, 0.118, 0.110, 0.104, 0.108, 0.117, 0.094, 0.101]}

***

No. 8
{"formula": "C5H8O", "method": "ωB97M-V/def2-TZVPD", "total_energy_ev": -7361.439, "homo_lumo_gap_ha": 0.3808, "smiles": "C=CCC(C)=O", "e_above_lowest_kj_mol": 78.8, "largest_force_ev_per_a": 0.44, "elements": ["C", "C", "C", "C", "C", "O", "H", "H", "H", "H", "H", "H", "H", "H"], "positions_angstrom": [[-1.92, -0.24, 0.28], [-0.78, 0.59, 0.83], [0.34, 0.95, -0.14], [0.96, -0.30, -0.73], [2.12, -0.81, -0.33], [-0.75, 0.94, 1.99], [-2.73, -0.29, 1.01], [-2.29, 0.17, -0.67], [-1.56, -1.26, 0.07], [1.09, 1.52, 0.42], [-0.07, 1.59, -0.93], [0.38, -0.81, -1.50], [2.71, -0.32, 0.44], [2.51, -1.73, -0.75]], "lowdin_charge": [-0.020, -0.449, -0.144, -0.195, 0.011, 0.079, 0.084, 0.087, 0.085, 0.118, 0.123, 0.101, 0.065, 0.055]}

***

Question: Which formula does entry 6 have?
Answer: C5H8O

***

Please write out number 4 again, unchanged.
{"formula": "C5H8O", "method": "ωB97M-V/def2-TZVPD", "total_energy_ev": -7360.823, "homo_lumo_gap_ha": 0.4059, "smiles": "C1OC[C@H]2C[C@@H]12", "e_above_lowest_kj_mol": 138.2, "largest_force_ev_per_a": 0.43, "elements": ["C", "C", "C", "O", "C", "C", "H", "H", "H", "H", "H", "H", "H", "H"], "positions_angstrom": [[-1.15, -0.31, -0.95], [-0.64, -0.64, 0.42], [0.83, -0.98, 0.58], [1.49, -0.16, -0.36], [0.88, 1.09, -0.15], [-0.61, 0.79, -0.08], [-0.61, -0.63, -1.84], [-2.23, -0.32, -1.06], [-1.33, -0.98, 1.19], [1.14, -2.02, 0.43], [1.13, -0.63, 1.59], [1.22, 1.79, -0.92], [1.18, 1.44, 0.86], [-1.28, 1.55, 0.30]], "lowdin_charge": [-0.068, -0.212, -0.181, -0.133, -0.181, -0.212, 0.112, 0.103, 0.135, 0.127, 0.125, 0.127, 0.125, 0.135]}